Entry 1:
Density functional theory data (ωB97M-V with the def2-TZVPD basis set) for 2 unconnected molecules or ions with the total composition C7H17NP at a distorted geometry.

Cartesian coordinates (Å):
C 2.0673 0.5562 0.1743
C 2.0473 2.0114 0.2008
C 3.0673 -1.6371 -0.2173
C -1.3151 -1.4904 -1.0344
C -2.9934 -0.3236 1.0416
C -1.6063 1.4502 -1.0461
C -0.0674 -0.0684 1.0641
N 2.8495 -0.2614 -0.1540
P -1.4604 0.0049 0.0620
H 1.1295 2.3942 -0.4620
H 1.8555 2.3298 1.2571
H 3.1010 2.4022 0.1273
H 3.6513 -2.0183 -1.1020
H 2.1609 -2.3583 -0.1176
H 3.7528 -1.9476 0.6357
H -1.8854 -1.0846 -1.8997
H -1.6724 -2.3813 -0.5687
H -0.2410 -1.5609 -1.3648
H -3.7185 0.4335 0.7817
H -2.8716 0.1647 2.1456
H -3.3311 -1.3698 0.8998
H -2.6523 1.4419 -1.5384
H -0.8149 1.3985 -1.8139
H -1.3747 2.2654 -0.3362
H 0.4087 -0.9849 1.3520
H -0.0866 0.6335 1.9134

Atoms 1-6, force components in eV/Å:
C -1.529 0.513 0.104
C -1.282 1.708 0.978
C 0.847 -3.845 0.744
C 0.856 2.787 -0.916
C 0.602 2.468 1.872
C -0.780 -0.534 0.383

Net charge: +1
Gap between HOMO and LUMO: 8.7 eV
E_LUMO: -0.1151 Eh
ΔE to the lowest compared entry with this formula, charge and spin: 1.958 eV
Energy: -672.6550 hartree
Highest occupied orbital energy: -11.80 eV

These are the Mulliken partial charges, in e, on atoms 1 to 4: atom 1 (C): 0.739, atom 2 (C): -1.023, atom 3 (C): -0.756, atom 4 (C): -1.248

=====

Entry 2:
Density functional theory data (ωB97M-V with the def2-TZVPD basis set) for a molecular structure, C32H62I2N2O5SSi at a distorted geometry.

Cartesian coordinates (Å):
C 0.6363 4.3306 -2.9651
C -0.9168 4.5039 -2.4576
C -0.9239 4.1127 -0.8758
C -2.2830 4.5487 -0.1087
C -2.3252 3.8693 1.3798
O -3.4559 3.7852 1.9644
O -1.0667 3.3784 1.8729
C -0.8884 3.6327 3.2928
S 0.9615 3.3637 3.6231
C -1.6343 2.4515 4.1555
C -1.3152 0.9635 3.5746
O -2.0879 0.6225 2.3859
Si -1.1279 -0.2127 1.1978
C -2.2303 -0.4205 -0.3811
C -0.5824 -1.9784 1.7468
C 0.4422 0.7539 0.6211
C -1.2729 5.1206 3.7772
I -2.7047 5.2656 5.4534
C -0.7542 6.3536 3.2458
C 0.3276 6.3475 2.0563
I -1.3953 8.2959 4.0807
H 1.1795 3.6804 -2.1617
H 0.7161 3.8110 -3.9890
H 1.2099 5.3410 -2.9657
H -1.1937 5.6226 -2.5420
H -1.6337 3.8546 -3.0910
H -0.7864 2.9586 -0.8266
H 0.0362 4.5672 -0.4301
H -3.1675 4.0434 -0.6775
H -2.4710 5.6808 -0.0883
H 1.3628 4.1593 4.6921
H -2.7947 2.5537 4.1094
H -1.2891 2.4973 5.2497
H -0.1962 0.7659 3.3941
H -1.6558 0.2226 4.4105
H -3.1568 -1.0539 -0.1235
H -2.5056 0.6628 -0.7209
H -1.5925 -0.8804 -1.2395
H -0.1512 -1.8848 2.8164
H 0.2578 -2.3690 1.0671
H -1.5308 -2.6450 1.6979
H 1.3098 -0.0264 0.5876
H 0.2762 1.0975 -0.4721
H 0.7522 1.6012 1.3314
H 1.3312 6.7388 2.5001
H 0.5025 5.3273 1.5631
H -0.0265 7.1550 1.2908
C -3.1944 -8.1844 1.3762
C -3.1234 -6.9602 2.3254
C -3.8803 -7.2677 3.6408
C -5.3987 -7.2571 3.4843
C -5.8715 -5.9603 2.8358
C -5.1440 -5.6430 1.5084
N -3.6565 -5.7475 1.6272
O -3.2151 -4.6402 2.3103
C -5.6543 -6.5946 0.3982
C -5.6008 -4.2400 1.0196
C -1.6096 -6.8321 2.6621
H -2.3629 -8.8776 1.5423
H -4.1002 -8.7780 1.5116
H -3.1287 -7.8832 0.3261
H -3.6089 -6.5327 4.4090
H -3.5690 -8.2436 4.0331
H -5.7323 -8.1191 2.8996
H -5.8656 -7.3611 4.4703
H -6.9533 -6.0203 2.6667
H -5.7217 -5.1410 3.5489
H -5.0882 -6.4571 -0.5283
H -6.7058 -6.3940 0.1654
H -5.6127 -7.6483 0.6704
H -5.4214 -3.4566 1.7617
H -6.6772 -4.2286 0.8183
H -5.0903 -3.9583 0.0926
H -1.0245 -6.6147 1.7626
H -1.2276 -7.7654 3.0890
H -1.4035 -6.0550 3.4034
C 5.8532 1.2482 -1.8765
C 4.9975 1.1060 -3.1618
C 5.7005 0.1547 -4.1612
C 6.9112 0.7820 -4.8474
C 6.5464 2.1196 -5.4826
C 5.8616 3.0950 -4.4968
N 4.7345 2.4592 -3.7466
O 3.6717 2.3457 -4.6099
C 6.9124 3.6494 -3.5034
C 5.4098 4.3558 -5.2855
C 3.6951 0.4092 -2.6718
H 5.5997 0.4863 -1.1316
H 6.9228 1.1317 -2.0602
H 5.6866 2.2129 -1.3874
H 4.9921 -0.1626 -4.9368
H 6.0166 -0.7615 -3.6477
H 7.7338 0.9090 -4.1378
H 7.2820 0.1014 -5.6221
H 7.4534 2.5772 -5.8953
H 5.8874 1.9293 -6.3380
H 6.4388 4.2678 -2.7345
H 7.6423 4.2821 -4.0204
H 7.4975 2.8765 -3.0071
H 4.7471 4.1142 -6.1216
H 6.2716 4.8740 -5.7193
H 4.8934 5.0671 -4.6325
H 3.1564 1.0413 -1.9581
H 3.9270 -0.5356 -2.1691
H 3.0150 0.1563 -3.4900

Atoms 1-6, force components in eV/Å:
C -0.081 -0.219 0.727
C 1.044 0.411 0.554
C -0.169 -0.150 -0.940
C 0.762 -1.963 -0.108
C -4.099 0.477 0.385
O 5.767 0.219 -1.973

Gap between HOMO and LUMO: 8.6 eV
E_LUMO: -0.0083 Eh
Energy: -3024.9932 hartree
Multiplicity: 3
Highest occupied orbital energy: -8.79 eV

These are the Mulliken partial charges, in e, on atoms 1 to 4: atom 1 (C): -0.785, atom 2 (C): -0.428, atom 3 (C): 0.067, atom 4 (C): -0.554

=====

Entry 3:
Density functional theory data (ωB97M-V with the def2-TZVPD basis set) for 2 unconnected molecules or ions with the total composition C13H16N2O3 at a distorted geometry.

Cartesian coordinates (Å):
N 0.0660 -3.0652 0.4676
O 0.2628 -3.0548 1.6873
O -0.0242 -4.0652 -0.2556
C 3.6658 2.7816 -0.7621
C 3.4311 1.3678 -0.2364
N 2.0044 1.1508 0.0444
C 1.4128 0.0015 -0.2971
C 0.0854 -0.3013 -0.0552
C -0.5609 -1.4171 -0.6020
C -1.9959 -1.6208 -0.4070
C -2.7856 -2.1402 -1.4533
C -4.1539 -2.2885 -1.2825
C -4.7464 -1.9235 -0.0635
C -3.9706 -1.4423 0.9973
C -2.5939 -1.2953 0.8269
C 1.2239 2.1970 0.7044
C 2.1635 3.3475 1.0846
O 2.9600 3.8058 -0.0410
H 4.7503 3.0424 -0.6945
H 3.3471 2.8905 -1.8334
H 3.7305 0.6508 -1.0050
H 4.0146 1.2234 0.6859
H 2.0089 -0.7485 -0.8291
H -0.5098 0.2994 0.6379
H -0.0738 -1.9820 -1.4052
H -2.2953 -2.3915 -2.3981
H -4.7658 -2.6225 -2.1178
H -5.8289 -1.9734 0.0519
H -4.4246 -1.1400 1.9425
H -1.9698 -0.9624 1.6613
H 0.4318 2.5876 0.0251
H 0.7216 1.8034 1.6117
H 1.5812 4.2382 1.3861
H 2.8377 3.0467 1.9238

Atoms 1-6, force components in eV/Å:
N -0.953 -0.075 -0.036
O -0.020 -0.250 -1.820
O 0.490 0.870 1.354
C 0.208 0.812 -0.551
C -0.413 0.479 0.360
N 0.195 -0.205 -0.095

Gap between HOMO and LUMO: 7.4 eV
E_LUMO: -0.0090 Eh
ΔE to the lowest compared entry with this formula, charge and spin: 5.963 eV
Energy: -840.0303 hartree
Highest occupied orbital energy: -7.64 eV

These are the Mulliken partial charges, in e, on atoms 1 to 4: atom 1 (N): 0.631, atom 2 (O): -0.579, atom 3 (O): -0.551, atom 4 (C): -0.446

=====

Entry 4:
Density functional theory data (ωB97M-V with the def2-TZVPD basis set) for a molecular structure, C23H32N7SSiV at a distorted geometry.

Cartesian coordinates (Å):
V -0.1805 -0.2329 0.3905
C -3.4737 2.0305 1.9457
C -2.2188 1.5036 1.3325
N -1.5709 0.4721 1.7607
N -1.9961 -0.1542 2.8875
C -1.1964 -1.1610 3.2256
N -1.5369 -1.7667 4.3895
S 0.1867 -1.7393 2.3953
C -1.5725 2.2282 0.2069
C -1.9850 3.4952 -0.1917
C -1.2028 4.1998 -1.0918
C -0.0254 3.6356 -1.5584
C 0.2918 2.3508 -1.1578
N -0.4775 1.6550 -0.3269
H -3.6844 1.4939 2.8651
H -3.3950 3.0959 2.1626
H -4.3074 1.8943 1.2522
H -2.4154 -1.5184 4.8113
H -1.1138 -2.6472 4.6165
H -2.8871 3.9229 0.2165
H -1.4998 5.1908 -1.4077
H 0.6290 4.1613 -2.2373
H 1.1736 1.8347 -1.5193
C 1.0995 2.3235 3.0398
C 2.0797 1.6861 2.1036
C 3.4300 1.9897 2.0902
C 4.2446 1.3522 1.1550
C 3.7263 0.4323 0.2709
C 2.3526 0.1484 0.3523
N 1.5807 0.7932 1.2512
N 1.6024 -0.7202 -0.3786
Si 2.1700 -1.8800 -1.5592
C 3.6080 -2.8643 -0.8639
C 2.7298 -0.9814 -3.1073
C 0.7735 -3.0393 -1.9545
H 1.6046 2.8519 3.8465
H 0.4392 1.5639 3.4591
H 0.4743 3.0429 2.5039
H 3.8336 2.7025 2.7944
H 5.3020 1.5822 1.1239
H 4.3493 -0.0644 -0.4568
H 4.5295 -2.2895 -0.7731
H 3.8167 -3.7104 -1.5222
H 3.3628 -3.2646 0.1211
H 3.5638 -0.3034 -2.9154
H 1.9121 -0.3971 -3.5334
H 3.0537 -1.6935 -3.8684
H 0.3578 -3.4751 -1.0444
H 1.1356 -3.8550 -2.5835
H -0.0488 -2.5447 -2.4732
C -2.3800 -3.0308 0.6605
C -2.3544 -2.2313 -0.6005
C -3.1331 -2.5085 -1.6911
C -2.8110 -1.5508 -2.6825
C -1.8690 -0.7199 -2.1422
C -1.1937 0.3822 -2.8944
N -1.5741 -1.1036 -0.8353
H -3.0750 -3.8588 0.5108
H -2.7349 -2.4577 1.5201
H -1.4102 -3.4466 0.9274
H -3.8327 -3.3258 -1.7581
H -3.1953 -1.4774 -3.6876
H -1.4633 0.2807 -3.9469
H -0.1023 0.3310 -2.8418
H -1.4961 1.3863 -2.5843

Atoms 1-6, force components in eV/Å:
V 0.970 -1.072 0.454
C 0.014 -0.056 0.025
C 0.094 0.256 -0.227
N -0.491 0.189 0.299
N 0.232 -0.037 -0.250
C -0.308 0.031 0.311

Gap between HOMO and LUMO (spin up / spin down): 6.2 / 6.0 eV
E_LUMO (spin up / spin down): -0.0207 / -0.0261 Eh
ΔE to the lowest compared entry with this formula, charge and spin: 0.156 eV
Energy: -2910.7756 hartree
Multiplicity: 3
Highest occupied orbital energy (spin up / spin down): -6.74 / -6.72 eV

These are the Mulliken partial charges, in e, on atoms 1 to 4: atom 1 (V): -0.430, atom 2 (C): -1.997, atom 3 (C): 0.709, atom 4 (N): 1.871